Arrangement 1

C7H14N2 | ωB97M-V/def2-TZVPD

Results
spin multiplicity = 2
net charge = +1
Kohn-Sham gap (alpha / beta) = 0.3602 / 0.2153 hartree
E_LUMO (alpha / beta) = -4.0 / -7.9 eV
highest occupied orbital energy (alpha / beta) = -13.769 / -13.769 eV

Atoms and positions in Å:
C1 0.255 -2.179 -0.739
C2 0.754 -3.627 -0.930
C3 0.744 -1.251 -1.861
H1 -0.828 -2.232 -0.648
H2 0.728 -1.744 0.148
H3 -0.013 -4.311 -0.566
H4 1.609 -3.906 -0.303
H5 0.281 -0.272 -1.739
H6 1.815 -1.082 -1.735
H7 1.008 -3.860 -1.964
H8 0.509 -1.578 -2.872
C4 0.335 1.522 2.617
C5 -0.906 1.972 -0.649
C6 -0.248 1.962 1.360
C7 -1.114 3.094 1.204
N1 -0.204 1.282 0.196
N2 -1.528 3.077 -0.058
H9 -1.034 1.731 -1.691
H10 -2.372 3.504 -0.423
H11 -1.471 3.888 1.849
H12 0.020 0.502 2.853
H13 0.251 2.157 3.493
H14 1.408 1.350 2.458

Arrangement 2

C7H14N2 | ωB97M-V/def2-TZVPD

Results
spin multiplicity = 2
net charge = +1
Kohn-Sham gap (alpha / beta) = 0.3948 / 0.2557 hartree
E_LUMO (alpha / beta) = -3.9 / -7.7 eV
highest occupied orbital energy (alpha / beta) = -14.629 / -14.630 eV

Atoms and positions in Å:
C1 -2.634 -2.723 2.007
C2 -1.207 -0.813 1.087
C3 -1.476 -1.798 2.120
C4 0.416 -0.823 2.504
N1 -0.029 -0.249 1.342
N2 -0.473 -1.725 2.984
H1 -1.716 -0.577 0.155
H2 0.357 0.544 0.841
H3 -3.545 -2.278 2.400
H4 -2.330 -3.647 2.452
H5 1.336 -0.721 3.085
H6 -3.060 -2.850 1.013
C5 0.863 1.754 -1.539
C6 0.867 2.324 -2.942
C7 2.089 0.771 -1.367
H7 0.799 2.589 -0.790
H8 -0.015 1.146 -1.402
H9 0.134 1.907 -3.659
H10 1.863 2.205 -3.384
H11 2.018 0.251 -0.394
H12 1.987 0.051 -2.170
H13 0.703 3.389 -3.004
H14 3.052 1.273 -1.339

Top of the stability list: arrangement 1, leading by 18.7 kJ/mol.

Arrangement 1

C12H24O12 | ωB97M-V/def2-TZVPD

Results
SMILES = COC(=O)OC.COC(=O)OC.COC(=O)OC.COC(=O)OC
net charge = 0
Kohn-Sham gap = 0.4009 hartree
E_LUMO = 0.7 eV
highest occupied orbital energy = -10.250 eV

Atoms and positions in Å:
C1 0.085 -3.453 2.845
O1 -0.527 -3.336 4.136
C2 -1.619 -2.627 4.371
O2 -2.021 -1.904 3.493
O3 -2.074 -2.745 5.645
C3 -3.272 -1.895 5.971
H1 -0.715 -3.764 2.333
H2 0.923 -3.891 2.819
H3 0.643 -2.566 2.520
H4 -3.073 -0.809 6.106
H5 -3.739 -2.268 6.913
H6 -3.834 -2.094 4.988
C4 -2.532 4.205 -1.754
O4 -1.844 4.409 -0.595
C5 -2.462 5.007 0.379
O5 -3.582 5.438 0.339
O6 -1.597 5.266 1.417
C6 -2.073 5.940 2.603
H7 -1.631 3.908 -2.513
H8 -2.947 5.106 -2.273
H9 -3.172 3.310 -1.614
H10 -1.392 6.267 3.424
H11 -2.830 5.402 2.855
H12 -2.533 6.797 2.307
C7 1.397 -3.356 -5.450
O7 2.369 -3.282 -4.344
C8 3.428 -2.556 -4.458
O8 3.719 -1.890 -5.451
O9 4.190 -2.578 -3.275
C9 5.561 -2.085 -3.351
H13 1.268 -2.358 -5.838
H14 0.353 -3.743 -5.042
H15 1.811 -3.861 -6.127
H16 6.272 -2.810 -3.459
H17 5.645 -1.641 -2.419
H18 5.695 -1.361 -4.204
C10 0.392 -2.054 -1.274
O10 0.612 -0.715 -1.294
C11 0.442 0.101 -0.202
O11 0.290 -0.346 0.919
O12 0.675 1.409 -0.559
C12 0.641 2.407 0.533
H19 -0.630 -2.360 -0.660
H20 1.190 -2.258 -0.766
H21 0.405 -2.562 -2.240
H22 1.281 3.072 0.012
H23 1.085 2.046 1.333
H24 -0.284 3.069 0.894

Arrangement 2

C12H24O12 | ωB97M-V/def2-TZVPD

Results
SMILES = COC(=O)OC.COC(=O)OC.COC(=O)OC.COC(=O)OC
net charge = 0
Kohn-Sham gap = 0.3802 hartree
E_LUMO = 0.5 eV
highest occupied orbital energy = -9.837 eV

Atoms and positions in Å:
C1 0.824 1.851 0.136
O1 1.799 1.058 0.733
C2 1.632 -0.190 0.904
O2 0.727 -0.803 0.476
O3 2.645 -0.689 1.571
C3 2.771 -2.125 1.798
H1 -0.081 1.248 0.062
H2 1.056 1.908 -0.928
H3 0.566 2.823 0.555
H4 3.842 -2.289 1.912
H5 2.481 -2.679 0.905
H6 2.185 -2.560 2.608
C4 4.767 -5.043 0.175
O4 4.022 -3.886 -0.139
C5 3.090 -3.796 -1.085
O5 2.992 -4.486 -2.100
O6 2.302 -2.902 -0.559
C6 1.101 -2.547 -1.189
H7 4.536 -5.111 1.238
H8 5.830 -5.000 -0.062
H9 4.322 -5.921 -0.293
H10 0.387 -3.368 -1.118
H11 1.240 -2.221 -2.220
H12 0.550 -1.720 -0.743
C7 -2.183 2.149 0.906
O7 -0.970 2.866 0.840
C8 -0.934 4.243 0.833
O8 0.147 4.870 0.678
O9 -2.019 4.813 1.302
C9 -2.157 6.226 1.485
H13 -2.684 2.274 1.866
H14 -1.958 1.110 0.666
H15 -2.827 2.531 0.113
H16 -1.464 6.640 2.217
H17 -3.161 6.260 1.909
H18 -2.185 6.731 0.519
C10 -4.816 -0.169 -0.193
O10 -3.567 0.403 -0.578
C11 -2.756 -0.295 -1.401
O11 -2.993 -1.362 -1.959
O12 -1.668 0.403 -1.458
C12 -0.705 0.037 -2.370
H19 -5.597 0.108 -0.902
H20 -5.082 0.063 0.838
H21 -4.806 -1.259 -0.176
H22 -0.792 0.511 -3.348
H23 -0.662 -1.047 -2.477
H24 0.252 0.344 -1.949

Top of the stability list: arrangement 2, leading by 134.5 kJ/mol.

Arrangement 1

H18NO12 | ωB97M-V/def2-TZVPD

Results
net charge = -1
Kohn-Sham gap = 0.3621 hartree
E_LUMO = 2.8 eV
highest occupied orbital energy = -7.027 eV

Atoms and positions in Å:
N1 0.200 1.094 -0.757
O1 -0.809 0.532 -1.170
O2 1.218 0.394 -0.968
O3 0.114 1.953 0.113
O4 -2.718 2.358 0.645
H1 -2.073 2.326 1.322
H2 -2.350 2.100 -0.188
O5 3.565 -0.682 -1.561
H3 2.734 -0.236 -1.355
H4 3.234 -1.322 -2.191
O6 -3.113 -0.323 -1.989
H5 -3.148 -0.967 -2.685
H6 -2.190 0.018 -2.013
O7 -0.748 -1.311 0.979
H7 -0.455 -0.564 0.469
H8 -1.684 -1.414 0.650
O8 0.393 -2.216 -1.706
H9 0.306 -1.359 -1.341
H10 0.014 -2.193 -2.591
O9 -3.266 -0.485 0.793
H11 -3.421 -0.621 -0.121
H12 -2.878 0.385 0.897
O10 2.912 1.065 1.682
H13 2.767 1.519 0.831
H14 2.606 0.145 1.571
O11 0.037 2.097 3.003
H15 -0.625 1.473 3.235
H16 0.067 2.026 2.037
O12 2.806 -1.807 0.976
H17 3.372 -2.478 1.314
H18 3.133 -1.508 0.121

Arrangement 2

H18NO12 | ωB97M-V/def2-TZVPD

Results
net charge = -1
Kohn-Sham gap = 0.3812 hartree
E_LUMO = 3.0 eV
highest occupied orbital energy = -7.389 eV

Atoms and positions in Å:
N1 0.148 -0.120 -0.337
O1 -0.996 -0.698 -0.259
O2 0.160 1.065 -0.122
O3 1.052 -0.777 -0.922
O4 1.578 -3.034 0.150
H1 1.341 -2.431 -0.500
H2 0.928 -3.715 -0.091
O5 3.564 0.233 -0.374
H3 2.794 -0.189 -0.690
H4 3.401 0.899 0.202
O6 -2.087 -0.582 -2.719
H5 -2.068 -0.387 -1.772
H6 -1.353 -0.118 -3.140
O7 -1.110 0.767 2.586
H7 -1.974 1.074 2.757
H8 -0.942 0.641 1.680
O8 1.809 0.863 -3.340
H9 2.642 1.211 -3.526
H10 1.651 0.798 -2.284
O9 0.948 -1.778 2.473
H11 0.073 -1.700 2.237
H12 1.170 -2.433 1.845
O10 -2.025 2.464 -1.338
H13 -1.202 2.092 -0.958
H14 -1.710 2.217 -2.204
O11 -3.587 -1.879 0.571
H15 -3.229 -1.922 1.474
H16 -2.757 -1.716 0.008
O12 0.945 3.022 2.872
H17 0.279 2.402 2.372
H18 0.556 3.730 3.347

Top of the stability list: arrangement 1, leading by 81.2 kJ/mol.

Arrangement 1

C2H7NO2S2 | ωB97M-V/def2-TZVPD

Results
net charge = 0
Kohn-Sham gap = 0.3131 hartree
E_LUMO = -0.3 eV
highest occupied orbital energy = -8.842 eV

Atoms and positions in Å:
C1 -3.157 0.349 -1.147
C2 3.304 -1.365 -0.363
N1 -0.018 1.313 0.626
O1 -0.266 -0.102 -1.349
O2 -2.169 1.015 -0.434
S1 3.806 -1.896 1.064
S2 -0.669 1.218 -0.920
H1 -4.132 0.736 -0.981
H2 -3.122 -0.720 -0.964
H3 -2.939 0.320 -2.260
H4 0.629 0.655 0.859
H5 3.528 -2.022 -1.359
H6 2.640 -0.576 -0.654
H7 -0.049 2.228 0.977

Arrangement 2

C2H7NO2S2 | ωB97M-V/def2-TZVPD

Results
SMILES = N=S(=O)=O.CSC
net charge = 0
Kohn-Sham gap (alpha / beta) = 0.2643 / 0.2645 hartree
E_LUMO (alpha / beta) = -1.0 / -1.0 eV
highest occupied orbital energy (alpha / beta) = -8.216 / -8.218 eV

Atoms and positions in Å:
N1 -0.217 2.254 0.338
S1 -0.091 2.964 1.696
O1 0.740 2.270 2.638
O2 -1.150 3.813 2.185
H1 -0.854 2.726 -0.286
C1 -0.058 -0.142 -1.322
S2 -1.146 -0.043 0.133
C2 -0.010 -0.738 1.355
H2 0.249 -1.174 -1.470
H3 -0.624 0.208 -2.177
H4 0.802 0.497 -1.153
H5 0.301 -1.726 1.022
H6 0.843 -0.076 1.468
H7 -0.551 -0.813 2.290

Top of the stability list: arrangement 2, leading by 32.5 kJ/mol.

Arrangement 1

H4S2 | ωB97M-V/def2-TZVPD

Results
SMILES = S.S
net charge = 0
Kohn-Sham gap = 0.3878 hartree
E_LUMO = 0.8 eV
highest occupied orbital energy = -9.784 eV

Atoms and positions in Å:
S1 11.445 -0.459 4.119
H1 10.509 -0.302 3.164
H2 12.425 -0.599 3.208
S2 16.022 3.482 5.754
H3 17.193 3.732 6.369
H4 16.534 2.426 5.095

Arrangement 2

H4S2 | ωB97M-V/def2-TZVPD

Results
SMILES = S.S
net charge = 0
Kohn-Sham gap = 0.3686 hartree
E_LUMO = 0.7 eV
highest occupied orbital energy = -9.341 eV

Atoms and positions in Å:
S1 -0.649 0.016 -1.975
H1 -0.773 -1.306 -1.752
H2 0.151 0.175 -0.904
S2 -0.113 0.646 1.391
H3 1.115 1.104 1.698
H4 0.270 -0.635 1.542

Top of the stability list: arrangement 1, leading by 9.2 kJ/mol.

Arrangement 1

C9H13N2 | ωB97M-V/def2-TZVPD

Results
SMILES = C\C1=C/C=C\C=C\C=N/C[NH2+]1
net charge = +1
Kohn-Sham gap = 0.3420 hartree
E_LUMO = -3.4 eV
highest occupied orbital energy = -12.665 eV

Atoms and positions in Å:
C1 -0.599 1.368 1.137
C2 0.464 0.507 0.508
C3 1.015 -0.569 1.094
C4 0.304 -1.540 1.903
C5 -0.692 -2.289 1.392
C6 -1.045 -2.163 0.001
C7 -1.186 -0.961 -0.592
C8 -1.066 -0.770 -2.026
N1 -0.275 0.069 -2.532
C9 0.586 1.013 -2.239
N2 1.189 1.201 -0.527
H1 -1.180 0.807 1.861
H2 -1.261 1.836 0.410
H3 -0.095 2.172 1.679
H4 2.018 -0.873 0.814
H5 0.734 -1.801 2.860
H6 -1.084 -3.125 1.951
H7 -0.950 -3.062 -0.597
H8 -1.553 -0.127 -0.037
H9 -1.600 -1.411 -2.718
H10 1.553 0.847 -2.708
H11 0.206 2.016 -2.427
H12 2.154 0.870 -0.580
H13 1.178 2.213 -0.386

Arrangement 2

C9H13N2 | ωB97M-V/def2-TZVPD

Results
net charge = +1
Kohn-Sham gap (alpha / beta) = 0.2928 / 0.3069 hartree
E_LUMO (alpha / beta) = -3.9 / -3.9 eV
highest occupied orbital energy (alpha / beta) = -11.872 / -12.217 eV

Atoms and positions in Å:
C1 3.556 -0.226 0.051
C2 3.372 1.120 -0.181
C3 2.515 -1.129 0.222
C4 2.001 1.537 -0.398
C5 1.223 -0.700 -0.031
C6 0.967 0.617 -0.322
C7 0.103 -1.650 -0.214
C8 -1.540 0.243 -0.168
C9 -1.899 1.234 0.867
N1 -2.308 0.292 -1.285
N2 -1.147 -1.068 0.298
H1 4.630 -0.591 0.277
H2 4.170 1.762 -0.062
H3 2.534 -2.150 0.520
H4 1.700 2.670 -0.355
H5 -0.014 -1.735 -1.212
H6 0.302 -2.700 0.065
H7 -2.979 0.993 1.173
H8 -2.035 2.160 0.428
H9 -1.131 1.287 1.636
H10 -1.885 -0.118 -2.056
H11 -2.772 1.079 -1.637
H12 -1.781 -1.773 -0.128
H13 -1.283 -0.979 1.354

Top of the stability list: arrangement 1, leading by 83.3 kJ/mol.

Arrangement 1

C6H6N2O2 | ωB97M-V/def2-TZVPD

Results
SMILES = O=c1cc[nH]c(=O)[nH]1.C#C
net charge = 0
Kohn-Sham gap = 0.3864 hartree
E_LUMO = 0.5 eV
highest occupied orbital energy = -9.981 eV

Atoms and positions in Å:
O1 3.065 -1.302 0.399
C1 1.959 -0.788 0.101
C2 0.687 -1.498 -0.079
C3 -0.375 -0.816 -0.395
N1 -0.425 0.602 -0.647
C4 0.606 1.305 -0.192
O2 0.592 2.544 0.128
N2 1.776 0.578 0.096
H1 0.778 -2.604 -0.064
H2 -1.258 -1.390 -0.497
H3 -1.387 1.145 -0.545
H4 2.683 1.073 0.243
C5 -4.098 -0.135 0.824
C6 -4.001 -0.683 -0.242
H5 -4.270 0.601 1.521
H6 -3.916 -1.327 -1.121

Arrangement 2

C6H6N2O2 | ωB97M-V/def2-TZVPD

Results
SMILES = N1=N[C@H]2[C@@H]3O[C@@H]3[C@@H]1[C@H]1O[C@@H]21
net charge = 0
Kohn-Sham gap = 0.3552 hartree
E_LUMO = 0.3 eV
highest occupied orbital energy = -9.372 eV

Atoms and positions in Å:
N1 -0.959 0.405 -1.456
N2 -0.228 1.469 -1.288
C1 0.658 1.238 -0.062
C2 -0.277 0.982 1.104
O1 -0.347 -0.170 1.893
C3 -1.264 -0.197 0.850
C4 -0.904 -0.776 -0.591
C5 0.584 -1.295 -0.703
O2 1.553 -0.632 -1.559
C6 1.424 -0.138 -0.231
H1 1.413 2.048 0.111
H2 -0.728 1.813 1.682
H3 -2.324 -0.463 1.178
H4 -1.530 -1.534 -1.085
H5 0.808 -2.358 -0.370
H6 2.120 -0.393 0.527

Top of the stability list: arrangement 1, leading by 331.2 kJ/mol.

Arrangement 1

C6H6N2O2 | ωB97M-V/def2-TZVPD

Results
net charge = 0
Kohn-Sham gap (alpha / beta) = 0.3061 / 0.2634 hartree
E_LUMO (alpha / beta) = -0.7 / -1.4 eV
highest occupied orbital energy (alpha / beta) = -9.076 / -8.612 eV

Atoms and positions in Å:
C1 3.214 1.327 1.267
C2 -1.337 0.005 1.110
C3 -0.663 -0.620 0.115
C4 0.540 1.008 0.830
C5 -0.944 -1.877 -0.626
C6 2.740 2.650 0.998
N1 3.776 0.336 1.307
N2 -0.549 1.116 1.512
O1 0.541 0.015 -0.061
O2 2.850 3.152 -0.184
H1 -2.269 -0.377 1.420
H2 -1.277 -2.741 -0.100
H3 -1.639 -1.706 -1.322
H4 -0.131 -2.196 -1.109
H5 2.604 3.296 1.746
H6 2.831 2.441 -0.875

Arrangement 2

C6H6N2O2 | ωB97M-V/def2-TZVPD

Results
SMILES = C1=CC=NCN=C1.O=C=O
net charge = 0
Kohn-Sham gap = 0.3274 hartree
E_LUMO = -0.4 eV
highest occupied orbital energy = -9.357 eV

Atoms and positions in Å:
C1 -0.742 -1.281 0.387
C2 0.094 -0.235 0.449
C3 -0.216 1.190 0.313
N1 -1.247 1.767 -0.121
C4 -2.440 0.999 -0.612
N2 -2.953 -0.365 -0.251
C5 -2.190 -1.277 0.162
H1 -0.327 -2.271 0.541
H2 1.141 -0.436 0.646
H3 0.585 1.858 0.624
H4 -3.284 1.660 -0.396
H5 -2.327 0.971 -1.704
H6 -2.681 -2.226 0.369
O1 5.062 -0.862 -0.869
C6 5.530 -0.118 -0.137
O2 5.994 0.625 0.598

Top of the stability list: arrangement 2, leading by 435.4 kJ/mol.

Arrangement 1

C3H8P2 | ωB97M-V/def2-TZVPD

Results
SMILES = C[PH]#P.C=C
net charge = 0
Kohn-Sham gap = 0.2546 hartree
E_LUMO = -0.9 eV
highest occupied orbital energy = -7.859 eV

Atoms and positions in Å:
C1 -1.308 0.367 -0.838
P1 -0.697 0.650 -2.620
P2 -0.817 -0.801 -4.108
H1 -2.216 0.833 -0.785
H2 -1.703 -0.663 -0.845
H3 -0.440 0.602 -0.244
H4 0.036 1.945 -2.076
C2 1.477 -0.018 2.232
C3 0.884 -1.049 1.642
H5 2.469 0.187 2.288
H6 0.919 0.812 2.674
H7 -0.072 -1.270 1.768
H8 1.469 -1.594 0.914

Arrangement 2

C3H8P2 | ωB97M-V/def2-TZVPD

Results
net charge = 0
Kohn-Sham gap (alpha / beta) = 0.2624 / 0.2661 hartree
E_LUMO (alpha / beta) = -0.9 / -0.9 eV
highest occupied orbital energy (alpha / beta) = -8.032 / -8.186 eV

Atoms and positions in Å:
C1 1.021 0.575 0.997
C2 1.336 -0.036 -0.384
C3 0.268 -0.932 -0.994
P1 -2.952 0.071 0.634
P2 -2.093 0.725 -1.068
H1 0.341 1.380 0.905
H2 0.528 -0.117 1.777
H3 1.955 0.940 1.469
H4 1.231 0.776 -1.153
H5 2.267 -0.617 -0.349
H6 0.504 -1.291 -2.004
H7 -0.153 -1.758 -0.385
H8 -4.252 0.284 0.556

Top of the stability list: arrangement 2, leading by 50.4 kJ/mol.

Arrangement 1

CH3ClN2O2 | ωB97M-V/def2-TZVPD

Results
SMILES = O=C/N=N/O.Cl
net charge = 0
Kohn-Sham gap = 0.3650 hartree
E_LUMO = -0.1 eV
highest occupied orbital energy = -10.023 eV

Atoms and positions in Å:
O1 -1.161 -0.738 2.685
C1 -0.534 -1.342 1.800
N1 0.606 -1.075 0.558
N2 0.471 -0.015 -0.037
O2 1.294 0.211 -1.020
H1 -0.619 -2.371 1.902
H2 2.174 -0.348 -1.230
Cl1 -1.603 -0.036 -2.299
H3 -2.178 0.794 -1.627

Arrangement 2

CH3ClN2O2 | ωB97M-V/def2-TZVPD

Results
SMILES = CN(Cl)[N+](=O)[O-]
net charge = 0
Kohn-Sham gap = 0.3591 hartree
E_LUMO = -0.9 eV
highest occupied orbital energy = -10.688 eV

Atoms and positions in Å:
C1 -1.118 0.309 -0.034
N1 0.348 0.320 -0.362
Cl1 1.223 1.872 0.133
N2 1.043 -0.817 0.019
O1 0.432 -1.804 0.297
O2 2.226 -0.719 0.038
H1 -1.781 0.309 -0.956
H2 -1.172 -0.762 0.381
H3 -1.201 1.293 0.483

Top of the stability list: arrangement 1, leading by 100.7 kJ/mol.